(1)
C30H21IrN3O4 as an isolated structure, computed with ωB97M-V/def2-TZVPD.

Its spin multiplicity is 5. The total energy comes out at -46939.5938 eV. The LUMO energy (spin up / spin down) is -0.135 / -0.231 hartree. The energy above the lowest of the compared OMol25 structures with the same formula, charge and spin is 5.3 kcal per mole. The total charge is +1. The value obtained for the frontier orbital gap (spin up / spin down) is 5.647 / 4.975 eV. Its HOMO energy (spin up / spin down) is -9.326 / -11.255 eV. Its expectation value of S² is 6.067.

Last column: Mulliken charge in e.
Element x y z (Å)
Ir (0.392, 0.880, -0.688)  1.82
C (-1.543, 4.772, -1.207)  -1.65
C (-1.420, 3.281, -1.192)  1.44
O (-0.254, 2.829, -1.289)  -0.80
C (-2.590, 2.429, -1.102)  0.23
C (-3.866, 3.034, -1.110)  -0.77
C (-5.021, 2.290, -1.132)  -0.93
C (-4.933, 0.897, -1.156)  -0.55
C (-3.709, 0.269, -1.157)  -0.47
C (-2.523, 1.014, -1.118)  0.75
O (-1.408, 0.290, -1.118)  -0.85
H (-0.549, 5.210, -1.171)  0.34
H (-2.136, 5.121, -0.362)  0.45
H (-2.042, 5.103, -2.119)  0.45
H (-3.938, 4.111, -1.110)  0.37
H (-5.983, 2.777, -1.139)  0.42
H (-5.834, 0.302, -1.176)  0.42
H (-3.630, -0.806, -1.177)  0.50
O (-1.171, -5.963, -4.293)  -0.47
C (0.063, -5.788, -3.778)  0.63
O (0.857, -6.686, -3.796)  -0.54
C (0.386, -4.443, -3.208)  0.89
C (-0.540, -3.438, -2.967)  -1.05
C (-0.157, -2.228, -2.415)  -0.39
C (1.174, -1.980, -2.094)  1.07
C (2.107, -2.998, -2.335)  -0.55
C (1.714, -4.204, -2.874)  -1.23
N (1.548, -0.742, -1.531)  -0.08
C (2.851, -0.445, -1.431)  0.17
C (3.244, 0.777, -0.881)  -0.07
C (4.584, 1.199, -0.714)  -1.05
C (4.847, 2.427, -0.187)  -0.19
C (3.784, 3.280, 0.193)  -0.88
C (2.505, 2.843, 0.020)  -0.11
N (2.230, 1.623, -0.505)  0.02
H (-1.669, -5.137, -4.289)  0.28
H (-1.592, -3.573, -3.185)  0.20
H (-0.893, -1.467, -2.241)  0.52
H (3.147, -2.880, -2.083)  0.22
H (2.434, -4.992, -3.045)  0.45
H (3.609, -1.117, -1.803)  0.30
H (5.380, 0.531, -1.012)  0.43
H (5.867, 2.754, -0.059)  0.46
H (3.967, 4.258, 0.606)  0.42
H (1.643, 3.436, 0.282)  0.53
N (-0.353, -1.756, 8.794)  -0.40
C (-0.271, -1.434, 7.698)  -0.13
C (-0.167, -1.027, 6.327)  0.66
C (-1.151, -1.418, 5.419)  -0.66
C (-1.052, -1.025, 4.103)  -0.55
C (0.033, -0.236, 3.689)  0.51
C (1.018, 0.151, 4.611)  -0.57
C (0.918, -0.244, 5.927)  -0.66
C (0.131, 0.164, 2.346)  0.32
C (0.226, 0.517, 1.167)  -0.58
H (-1.979, -2.026, 5.753)  0.47
H (-1.802, -1.319, 3.385)  0.49
H (1.849, 0.756, 4.282)  0.49
H (1.667, 0.045, 6.649)  0.47

=====

(2)
A 12-piece molecular cluster, C47H86BN2O39P4 overall at a distorted geometry, computed with ωB97M-V/def2-TZVPD.

The total energy comes out at -170818.8461 eV. The LUMO energy is 0.048 hartree. The total charge is -1. The value obtained for the frontier orbital gap is 10.087 eV. Its HOMO energy is -8.789 eV.

Last column: Mulliken charge in e.
Element x y z (Å)
O (5.637, 12.287, -27.049)  -0.74
C (4.945, 11.416, -27.501)  -0.43
O (3.681, 11.199, -27.258)  -0.63
B (3.192, 10.095, -28.116)  0.71
O (4.360, 9.661, -28.910)  0.11
C (5.415, 10.395, -28.578)  0.77
O (6.527, 10.365, -29.008)  -0.49
O (2.073, 10.436, -28.978)  -0.02
C (0.979, 9.837, -28.576)  0.24
O (-0.107, 9.901, -29.082)  -0.43
C (1.341, 8.903, -27.402)  0.45
O (2.650, 9.027, -27.211)  -0.40
O (0.597, 8.214, -26.775)  -0.72
C (1.328, 8.355, -31.714)  0.41
C (1.603, 9.611, -32.404)  0.14
N (1.787, 10.638, -32.883)  -0.71
H (2.046, 8.019, -30.967)  -0.58
H (1.186, 7.543, -32.420)  0.41
H (0.409, 8.453, -31.130)  0.38
C (1.878, 13.026, -24.990)  -0.01
C (2.738, 12.454, -23.969)  0.29
N (3.399, 11.983, -23.156)  -0.57
H (1.763, 12.248, -25.746)  -0.39
H (2.277, 13.927, -25.448)  0.42
H (0.890, 13.252, -24.588)  0.38
C (9.107, 8.023, -28.001)  -0.28
C (8.065, 6.912, -27.864)  -0.32
O (7.235, 7.204, -26.721)  0.32
P (7.496, 6.490, -25.304)  0.52
O (7.587, 5.029, -25.405)  -0.87
O (8.744, 7.272, -24.632)  0.02
C (10.058, 6.716, -24.728)  -0.31
C (10.390, 5.743, -23.625)  -1.35
O (6.270, 7.002, -24.425)  -0.33
C (6.169, 8.304, -23.853)  -0.82
C (5.475, 9.231, -24.817)  0.25
H (9.534, 8.155, -27.011)  0.06
H (9.839, 7.761, -28.765)  0.50
H (8.638, 8.946, -28.344)  -0.35
H (7.365, 6.779, -28.689)  0.05
H (8.568, 5.944, -27.782)  0.42
H (10.227, 6.249, -25.700)  0.32
H (10.740, 7.562, -24.636)  0.42
H (9.498, 5.265, -23.215)  0.31
H (11.103, 4.974, -23.922)  0.34
H (10.838, 6.225, -22.752)  0.35
H (5.640, 8.163, -22.912)  0.33
H (7.155, 8.726, -23.648)  0.32
H (5.494, 10.284, -24.522)  0.09
H (6.006, 9.245, -25.774)  -0.14
H (4.409, 9.064, -24.986)  0.14
C (9.447, 12.046, -29.179)  -0.93
C (8.167, 12.778, -29.560)  0.92
O (8.471, 14.164, -29.850)  -0.43
P (8.787, 15.134, -28.624)  0.88
O (10.124, 15.033, -28.037)  -0.75
O (8.495, 16.581, -29.256)  -0.33
C (8.827, 17.764, -28.574)  -0.20
C (8.024, 18.928, -29.126)  -1.25
O (7.539, 14.928, -27.610)  -0.03
C (6.229, 15.348, -27.991)  0.50
C (5.693, 16.246, -26.882)  -1.48
H (10.286, 12.365, -29.793)  0.44
H (9.708, 12.329, -28.156)  0.18
H (9.303, 10.967, -29.137)  0.10
H (7.719, 12.356, -30.458)  0.30
H (7.403, 12.708, -28.787)  -0.66
H (8.741, 17.772, -27.481)  0.25
H (9.893, 17.988, -28.700)  0.38
H (7.029, 18.570, -29.397)  0.30
H (7.957, 19.743, -28.409)  0.34
H (8.482, 19.268, -30.056)  0.36
H (6.212, 15.862, -28.952)  0.52
H (5.579, 14.477, -28.075)  -0.27
H (6.114, 17.249, -26.827)  0.30
H (4.601, 16.322, -26.932)  0.46
H (5.802, 15.767, -25.905)  0.28
C (5.711, 2.477, -30.829)  -1.52
C (4.581, 3.388, -30.443)  0.22
O (4.610, 4.615, -31.203)  0.05
P (3.714, 4.786, -32.542)  0.69
O (4.344, 4.258, -33.756)  -0.82
O (2.308, 4.109, -32.208)  -0.43
C (1.361, 4.677, -31.286)  0.86
C (0.034, 4.877, -32.029)  -1.59
O (3.428, 6.365, -32.591)  0.05
C (4.513, 7.279, -32.849)  -1.05
C (4.996, 7.937, -31.557)  0.19
H (5.628, 2.139, -31.867)  0.38
H (6.681, 2.970, -30.774)  0.29
H (5.701, 1.562, -30.236)  0.41
H (3.606, 2.904, -30.467)  0.38
H (4.762, 3.716, -29.420)  -0.04
H (1.214, 4.029, -30.424)  0.36
H (1.670, 5.654, -30.916)  -0.37
H (0.170, 5.662, -32.769)  0.32
H (-0.349, 3.963, -32.476)  0.37
H (-0.681, 5.186, -31.262)  0.38
H (5.309, 6.782, -33.400)  0.39
H (4.025, 8.069, -33.417)  0.44
H (4.329, 8.730, -31.219)  -0.26
H (5.032, 7.236, -30.719)  -0.13
H (5.976, 8.416, -31.597)  0.53
C (-1.477, 12.491, -26.673)  -1.01
C (-1.442, 11.546, -25.485)  0.10
O (-2.115, 12.120, -24.373)  -0.37
P (-2.807, 11.317, -23.194)  0.40
O (-3.508, 12.104, -22.180)  -0.84
O (-3.766, 10.239, -23.896)  -0.05
C (-4.880, 10.748, -24.666)  0.00
C (-5.572, 9.504, -25.207)  -1.30
O (-1.559, 10.446, -22.713)  0.26
C (-0.607, 11.134, -21.849)  -0.25
C (0.472, 10.131, -21.504)  -1.08
H (-0.998, 11.913, -27.471)  0.03
H (-2.482, 12.726, -27.015)  0.43
H (-0.899, 13.405, -26.545)  0.31
H (-1.899, 10.571, -25.689)  0.56
H (-0.428, 11.259, -25.189)  -0.08
H (-5.474, 11.349, -23.979)  0.33
H (-4.456, 11.288, -25.517)  0.12
H (-6.021, 8.879, -24.433)  0.34
H (-6.399, 9.723, -25.885)  0.41
H (-4.859, 8.869, -25.733)  0.26
H (-0.323, 12.050, -22.377)  0.23
H (-1.178, 11.485, -20.985)  0.36
H (0.956, 9.850, -22.442)  0.11
H (1.270, 10.585, -20.917)  0.44
H (0.030, 9.281, -20.993)  0.29
C (-0.587, 6.971, -23.710)  0.71
C (-2.085, 7.233, -23.423)  0.25
O (-2.479, 6.126, -22.620)  -0.39
C (-1.488, 5.214, -22.581)  0.56
O (-1.574, 4.166, -22.022)  -0.58
O (-0.415, 5.625, -23.277)  -0.35
H (-0.068, 7.740, -23.137)  -0.13
H (-0.348, 7.178, -24.751)  -0.08
H (-2.760, 7.342, -24.270)  0.11
H (-2.131, 8.068, -22.723)  -0.10
C (8.360, 12.472, -25.627)  0.78
C (7.508, 12.248, -24.379)  0.19
O (8.141, 11.112, -23.807)  -0.32
C (9.379, 10.971, -24.269)  0.54
O (10.195, 10.210, -23.862)  -0.60
O (9.589, 11.802, -25.325)  -0.43
H (8.445, 13.555, -25.700)  0.01
H (7.957, 12.058, -26.547)  -0.26
H (6.485, 11.995, -24.636)  -0.11
H (7.620, 13.082, -23.685)  0.27
C (0.491, 12.983, -31.227)  0.49
C (0.568, 14.498, -31.356)  -0.37
O (-0.558, 14.970, -30.608)  -0.40
C (-1.304, 13.917, -30.166)  0.51
O (-2.303, 13.993, -29.532)  -0.52
O (-0.752, 12.755, -30.556)  -0.09
H (1.186, 12.594, -30.481)  -0.38
H (0.574, 12.516, -32.200)  0.20
H (0.428, 14.772, -32.400)  0.28
H (1.483, 14.861, -30.897)  0.29
C (-3.023, 10.432, -30.379)  0.27
C (-4.066, 11.303, -29.675)  0.36
O (-5.203, 10.423, -29.712)  -0.37
C (-5.058, 9.573, -30.758)  0.60
O (-5.886, 8.813, -31.141)  -0.56
O (-3.860, 9.751, -31.316)  -0.43
H (-2.501, 9.667, -29.801)  -0.03
H (-2.249, 10.956, -30.932)  0.01
H (-4.205, 12.185, -30.294)  0.34
H (-3.679, 11.478, -28.677)  -0.19
C (4.013, 5.814, -26.632)  0.30
C (4.174, 6.140, -28.127)  0.91
O (3.038, 5.536, -28.753)  0.57
C (2.213, 5.061, -27.776)  0.26
O (1.263, 4.372, -27.960)  -0.60
O (2.609, 5.555, -26.584)  -0.41
H (4.164, 6.709, -26.040)  -0.20
H (4.562, 4.896, -26.421)  0.27
H (5.075, 5.657, -28.504)  0.22
H (4.180, 7.220, -28.262)  -1.31

=====

(3)
C44H47BrCl3N7O3PSW as an isolated structure at a distorted geometry, computed with ωB97M-V/def2-TZVPD.

Its spin multiplicity is 3. The total energy comes out at -192505.1013 eV. The LUMO energy (spin up / spin down) is -0.324 / -0.344 hartree. The total charge is +3. The value obtained for the frontier orbital gap (spin up / spin down) is 5.218 / 4.690 eV. Its HOMO energy (spin up / spin down) is -14.038 / -14.038 eV. Its expectation value of S² is 2.015.

Last column: Mulliken charge in e.
Element x y z (Å)
W (0.586, 0.489, 0.131)  1.11
Br (-3.383, 1.202, 6.438)  -0.09
C (-2.330, 1.335, 4.893)  -0.45
C (-1.457, 2.418, 4.733)  -0.48
C (-0.673, 2.547, 3.603)  -0.59
C (-0.736, 1.577, 2.608)  0.09
O (0.025, 1.712, 1.514)  -0.33
C (-1.614, 0.480, 2.744)  0.49
C (-1.800, -0.495, 1.728)  0.15
N (-1.150, -0.610, 0.592)  0.85
C (-1.576, -1.615, -0.343)  0.19
C (-2.702, -2.393, -0.246)  -0.49
C (-2.988, -3.360, -1.230)  -1.23
C (-2.156, -3.551, -2.296)  -0.78
C (-0.995, -2.758, -2.432)  0.81
C (-0.096, -2.872, -3.515)  -0.68
C (1.000, -2.051, -3.576)  -1.15
C (1.210, -1.119, -2.556)  -0.26
N (0.377, -0.972, -1.535)  0.33
C (-0.724, -1.774, -1.459)  -0.04
C (-2.415, 0.383, 3.904)  -0.90
H (-1.402, 3.170, 5.509)  0.49
H (-0.016, 3.398, 3.484)  0.58
H (-2.587, -1.213, 1.929)  0.35
H (-3.405, -2.295, 0.568)  0.44
H (-3.885, -3.955, -1.125)  0.47
H (-2.376, -4.302, -3.043)  0.55
H (-0.278, -3.612, -4.284)  0.56
H (1.709, -2.113, -4.389)  0.53
H (2.077, -0.471, -2.567)  0.64
H (-3.102, -0.446, 4.008)  0.63
Cl (-6.483, 2.200, 0.770)  -0.20
C (-5.592, 2.063, -0.700)  -0.01
C (-4.725, 0.993, -0.877)  -1.24
C (-4.000, 0.892, -2.049)  0.89
C (-4.115, 1.841, -3.058)  -0.39
C (-3.229, 1.764, -4.287)  -0.49
C (-2.091, 2.777, -4.191)  -1.73
N (-1.421, 2.678, -2.887)  0.29
C (-1.608, 3.547, -1.840)  -0.76
C (-1.010, 2.996, -0.761)  -0.71
N (-0.439, 1.782, -1.139)  0.52
C (-0.750, 1.624, -2.438)  -0.51
O (-2.632, 0.487, -4.441)  -0.17
C (-3.560, -0.483, -4.971)  -0.72
C (-4.052, -0.122, -6.329)  -0.01
C (-5.371, 0.081, -6.643)  0.60
Cl (-6.701, -0.022, -5.562)  -0.18
S (-5.612, 0.511, -8.282)  -0.12
C (-3.927, 0.432, -8.578)  -0.37
C (-3.222, 0.092, -7.466)  -0.91
C (-5.009, 2.891, -2.860)  0.49
Cl (-5.204, 4.098, -4.087)  -0.17
C (-5.751, 3.014, -1.695)  -0.57
H (-4.651, 0.242, -0.103)  0.63
H (-3.338, 0.049, -2.204)  0.44
H (-3.801, 2.005, -5.189)  1.05
H (-2.472, 3.793, -4.257)  0.47
H (-1.369, 2.611, -4.988)  0.40
H (-2.141, 4.474, -1.964)  0.50
H (-0.914, 3.375, 0.238)  0.74
H (-0.511, 0.790, -3.072)  0.65
H (-4.402, -0.590, -4.282)  0.50
H (-3.004, -1.422, -4.976)  0.44
H (-3.552, 0.628, -9.569)  0.45
H (-2.148, -0.016, -7.457)  0.41
H (-6.440, 3.837, -1.569)  0.53
O (2.449, 0.114, -0.303)  -1.21
P (3.562, 0.382, 0.800)  -1.66
N (3.318, -0.675, 2.042)  0.78
C (1.965, -0.668, 2.569)  -0.57
C (1.837, -1.920, 3.435)  -0.77
C (3.009, -2.825, 3.007)  -0.79
C (3.718, -2.095, 1.865)  -0.33
N (3.167, 1.846, 1.411)  0.94
C (3.542, 2.285, 2.789)  -0.57
C (4.246, 3.615, 2.569)  -0.72
C (3.459, 4.213, 1.408)  -0.67
C (3.236, 3.019, 0.483)  -0.24
N (4.983, 0.207, 0.088)  0.71
C (5.259, -0.517, -1.185)  -0.40
C (6.785, -0.603, -1.217)  -0.69
C (7.189, -0.599, 0.255)  -0.70
C (6.241, 0.426, 0.862)  -0.29
H (1.237, -0.794, 1.686)  0.27
H (1.711, 0.269, 3.061)  0.43
H (0.863, -2.389, 3.315)  0.37
H (1.929, -1.637, 4.482)  0.34
H (2.676, -3.808, 2.682)  0.35
H (3.692, -2.976, 3.840)  0.33
H (3.384, -2.467, 0.888)  0.34
H (4.802, -2.177, 1.915)  0.26
H (4.149, 1.532, 3.288)  0.39
H (2.623, 2.422, 3.366)  0.23
H (5.288, 3.449, 2.287)  0.29
H (4.237, 4.236, 3.462)  0.42
H (3.970, 5.028, 0.900)  0.42
H (2.498, 4.591, 1.762)  0.25
H (4.069, 2.894, -0.215)  0.50
H (2.311, 3.111, -0.096)  -0.17
H (4.856, 0.041, -2.029)  0.23
H (4.800, -1.508, -1.157)  0.34
H (7.197, 0.269, -1.724)  0.35
H (7.123, -1.488, -1.751)  0.40
H (8.230, -0.328, 0.413)  0.42
H (7.027, -1.581, 0.705)  0.24
H (6.595, 1.444, 0.688)  0.28
H (6.069, 0.289, 1.931)  0.36